# 1
{
  "formula": "C37H86BrIN14O16",
  "method": "ωB97M-V/def2-TZVPD",
  "symbols": ["I", "Br", "O", "O", "O", "O", "O", "O", "O", "O", "O", "O", "O", "O", "O", "O", "O", "O", "N", "N", "N", "N", "N", "N", "N", "N", "N", "N", "N", "N", "N", "N", "C", "C", "C", "C", "C", "C", "C", "C", "C", "C", "C", "C", "C", "C", "C", "C", "C", "C", "C", "C", "C", "C", "C", "C", "C", "C", "C", "C", "C", "C", "C", "C", "C", "C", "C", "C", "C", "H", "H", "H", "H", "H", "H", "H", "H", "H", "H", "H", "H", "H", "H", "H", "H", "H", "H", "H", "H", "H", "H", "H", "H", "H", "H", "H", "H", "H", "H", "H", "H", "H", "H", "H", "H", "H", "H", "H", "H", "H", "H", "H", "H", "H", "H", "H", "H", "H", "H", "H", "H", "H", "H", "H", "H", "H", "H", "H", "H", "H", "H", "H", "H", "H", "H", "H", "H", "H", "H", "H", "H", "H", "H", "H", "H", "H", "H", "H", "H", "H", "H", "H", "H", "H", "H"],
  "positions_angstrom": [[-1.62, 0.87, 0.48], [0.44, -0.66, 5.11], [-5.63, 2.05, -5.24], [1.07, 4.23, 7.66], [1.38, -0.92, 0.13], [2.18, -2.13, 1.84], [5.03, -2.43, -2.72], [-0.35, -7.23, -2.99], [1.10, 4.23, -1.80], [7.49, -2.43, -7.43], [-5.30, -0.19, 6.07], [2.88, 6.86, 3.64], [-1.26, 7.84, 0.89], [-2.33, -0.89, -2.54], [-8.91, -1.32, -5.96], [1.63, 1.67, -3.49], [4.92, -6.40, 3.45], [-2.34, -4.85, 1.33], [4.22, -4.83, 2.00], [-0.09, -0.79, -2.71], [1.87, -7.43, -3.33], [-4.05, 1.35, -3.80], [-10.54, -0.03, -6.83], [-0.47, 4.19, 9.30], [5.64, -2.78, -0.58], [-0.78, 4.37, -3.04], [-3.77, -1.01, 7.50], [-0.11, -4.89, 1.12], [0.42, -0.75, 2.23], [0.63, 6.90, 3.48], [-0.19, 9.81, 0.98], [6.03, -2.24, -5.72], [-2.79, -0.06, 3.49], [-1.47, -5.53, -0.80], [-1.37, -5.07, 0.63], [-4.99, -1.03, 6.90], [0.37, 2.08, 8.43], [1.41, -1.31, 1.41], [-5.93, -2.14, 7.32], [1.80, 6.42, 4.00], [3.45, 0.31, -2.62], [-2.01, -1.17, 2.77], [7.36, -2.25, -2.22], [1.64, 5.33, 5.02], [-1.32, -1.02, -3.22], [0.34, -7.93, -5.17], [6.81, -4.45, -6.35], [0.57, -7.50, -3.74], [1.45, 2.21, 2.14], [2.86, 0.49, -1.22], [-9.23, -0.29, -6.53], [0.63, 1.55, 3.26], [5.91, -2.49, -1.88], [2.68, -0.86, -0.52], [-0.94, -0.80, 1.74], [-8.23, 0.77, -6.93], [0.05, 4.80, -2.05], [0.91, 0.06, 3.29], [3.03, 1.43, -3.58], [3.52, -4.67, 4.32], [-5.27, 1.25, -4.39], [-2.47, 9.68, 1.84], [-1.38, -1.42, -4.67], [0.37, 3.59, 8.42], [4.28, -5.39, 3.24], [6.82, -2.95, -6.56], [-6.13, 0.11, -3.92], [-0.40, 6.01, -1.28], [-1.27, 9.02, 1.20], [-3.12, -0.29, 7.23], [-2.73, -1.78, 2.21], [4.68, -2.94, -0.32], [6.15, -4.75, -5.54], [0.62, 9.40, 0.55], [2.73, -1.67, -1.25], [-3.84, -0.04, 3.20], [4.71, -5.29, 1.25], [-0.32, 1.66, 9.15], [7.67, -2.97, -2.98], [-2.31, 10.73, 2.04], [8.02, -2.35, -1.36], [3.55, 1.08, -0.62], [-11.22, -0.72, -6.58], [-6.19, -2.72, 6.45], [-1.36, 6.40, -1.64], [-1.99, -0.69, -5.21], [6.47, -4.93, -7.27], [-3.32, 9.58, 1.17], [1.52, 2.61, -3.33], [-0.51, 5.75, -0.23], [4.54, 0.37, -2.53], [6.02, -1.24, -5.83], [3.61, 2.33, -3.36], [-0.02, -4.58, 2.07], [1.34, 3.30, 2.16], [-6.38, -0.52, -4.77], [7.46, -1.25, -2.64], [0.72, -5.05, 0.58], [0.60, 5.07, 5.21], [-1.56, -1.85, 3.49], [-0.02, -0.50, -1.75], [-2.79, -0.27, 4.57], [3.01, -3.78, 3.96], [-0.53, 3.55, -3.56], [-1.87, -2.39, -4.75], [3.27, 1.15, -4.61], [-5.64, -0.49, -3.16], [2.79, -5.36, 4.75], [-2.69, 9.17, 2.77], [-0.20, -7.14, -5.69], [-0.18, 10.78, 1.22], [-0.96, -1.60, 1.01], [3.69, -3.99, 1.82], [-10.83, 0.80, -7.30], [-3.45, 2.09, -4.10], [-3.72, 0.70, -3.10], [6.35, -2.83, 0.12], [-6.83, -1.69, 7.73], [-3.48, -1.69, 8.18], [2.17, 4.44, 4.67], [2.05, -7.16, -2.38], [5.48, -2.65, -4.98], [-0.27, 6.56, 3.75], [0.35, 6.79, -1.38], [2.52, 2.00, 2.30], [1.27, -8.13, -5.70], [0.99, 1.96, 4.21], [-0.42, 1.79, 3.17], [3.23, -0.67, -3.03], [-2.03, -4.78, -1.36], [1.18, 1.85, 1.15], [1.99, -0.06, 3.31], [-0.27, -8.83, -5.17], [-2.01, -6.47, -0.84], [-0.49, 5.19, 9.32], [-2.38, 0.93, 3.35], [-0.40, -1.48, -5.14], [-1.65, 4.82, -3.24], [2.63, -7.65, -3.94], [4.21, -4.38, 5.11], [2.09, 5.65, 5.96], [-7.72, 1.12, -6.04], [-0.50, -5.67, -1.26], [7.82, -4.78, -6.14], [3.46, -1.02, 0.23], [-5.49, -2.79, 8.07], [-1.06, 3.68, 9.93], [0.74, -0.85, -3.27], [-7.50, 0.32, -7.60], [1.89, 0.99, -1.24], [-7.06, 0.52, -3.51], [-8.70, 1.62, -7.43], [1.38, 1.72, 8.65], [0.10, 1.73, 7.43], [0.68, 7.63, 2.78]],
  "lowdin_charge": [0.9494, 0.6740, 0.0067, 0.0279, -0.0132, 0.1057, 0.0076, 0.0332, 0.0242, 0.0298, 0.0354, 0.0261, 0.0196, -0.0379, 0.0253, -0.0958, 0.0366, 0.0280, 0.1518, 0.1903, 0.1555, 0.1687, 0.1464, 0.1563, 0.1760, 0.1685, 0.1535, 0.1553, -0.0818, 0.1616, 0.1635, 0.1629, -0.1446, -0.0107, -0.5935, -0.6017, -0.0046, -0.5217, -0.0082, -0.5952, -0.1834, -0.2899, 0.0041, -0.0235, -0.5928, -0.0055, -0.0113, -0.5852, -0.0981, -0.1412, -0.5976, -0.2856, -0.5764, -0.1416, -0.6008, -0.0054, -0.5766, -0.6231, -0.2470, -0.0006, -0.5917, -0.0017, 0.0027, -0.5825, -0.5989, -0.6075, -0.0005, -0.0160, -0.5951, 0.0970, 0.1081, 0.0829, 0.0662, 0.1109, 0.1145, 0.0763, 0.0968, 0.0696, 0.0837, 0.0721, 0.0751, 0.1215, 0.1030, 0.0874, 0.0746, 0.0797, 0.0832, 0.0880, 0.0451, 0.0757, 0.1109, 0.1072, 0.1244, 0.0998, 0.0769, 0.0789, 0.0899, 0.0853, 0.0642, 0.0742, 0.0360, 0.0414, 0.0576, 0.0958, 0.0867, 0.1123, 0.0756, 0.0877, 0.0860, 0.0868, 0.0980, 0.0807, 0.0556, 0.0898, 0.0978, 0.0646, 0.1042, 0.0849, 0.0919, 0.0800, 0.1028, 0.0649, 0.0926, 0.0861, 0.0839, 0.0697, 0.0887, 0.0670, 0.0897, 0.0907, 0.0176, 0.0962, 0.0875, 0.0889, 0.1077, 0.0234, 0.0717, 0.0979, 0.0929, 0.0868, 0.0737, 0.0537, 0.0414, 0.0829, 0.1116, 0.0687, 0.0938, 0.0880, 0.0930, 0.1033, 0.0902, 0.0730, 0.0891, 0.0581, 0.0786],
  "max_force_ev_per_a": 1.12
}



# 2
{
  "formula": "C28H31B2BrF4N7O5Ru",
  "method": "ωB97M-V/def2-TZVPD",
  "symbols": ["Ru", "Br", "F", "F", "F", "F", "O", "O", "O", "O", "O", "N", "N", "N", "N", "N", "N", "N", "C", "C", "C", "C", "C", "C", "C", "C", "C", "C", "C", "C", "C", "C", "C", "C", "C", "C", "C", "C", "C", "C", "C", "C", "C", "C", "C", "C", "B", "B", "H", "H", "H", "H", "H", "H", "H", "H", "H", "H", "H", "H", "H", "H", "H", "H", "H", "H", "H", "H", "H", "H", "H", "H", "H", "H", "H", "H", "H", "H", "H"],
  "positions_angstrom": [[0.21, -1.59, -0.10], [8.17, 2.79, -3.28], [-3.07, -4.14, -1.82], [-0.59, -1.18, 4.29], [1.22, 0.25, 4.56], [-2.92, -3.52, 0.47], [1.29, -1.06, 2.66], [-0.94, -4.02, -0.80], [0.05, 0.60, 0.27], [-2.41, -1.96, -1.23], [-0.31, 0.82, 2.96], [0.61, -1.87, 1.86], [2.79, 2.02, -5.02], [-1.70, -1.12, -0.46], [0.28, -0.83, -2.02], [-1.34, 0.40, 2.17], [-0.26, -3.37, 0.18], [2.25, 2.90, -4.26], [4.67, 3.59, -5.12], [0.67, 0.53, -4.42], [-2.30, 1.87, 4.56], [1.07, 1.09, -3.22], [1.48, 3.14, -1.99], [0.17, -4.00, 1.22], [4.14, 2.24, -5.25], [-3.17, 0.76, 3.93], [0.69, 0.48, -2.03], [6.75, 2.58, -4.44], [-3.52, -0.32, 5.03], [5.99, 3.73, -4.81], [-1.38, 0.92, 0.73], [1.58, -3.64, 3.35], [-1.62, 2.44, 0.84], [0.35, -0.83, -4.37], [1.29, 2.48, -0.76], [-3.63, 0.46, -0.51], [4.97, 1.10, -5.21], [6.30, 1.34, -4.93], [-2.28, -0.01, -0.07], [0.12, -1.48, -3.15], [-4.48, 1.36, 3.29], [0.58, 1.22, -0.81], [0.16, -5.51, 1.26], [0.78, -3.17, 2.21], [1.55, 2.40, -3.20], [-2.41, 0.06, 2.83], [-2.36, -3.44, -0.83], [0.38, -0.35, 3.65], [-2.45, 2.71, 1.52], [-4.22, 1.97, 2.43], [0.70, 1.15, -5.29], [0.07, -5.97, 0.26], [-5.07, 1.94, 4.01], [-1.82, 2.95, -0.13], [-4.42, 0.30, 0.23], [-3.99, -1.19, 4.56], [-3.71, 1.50, -0.65], [3.92, 4.34, -5.12], [4.56, 0.09, -5.36], [-3.06, 2.50, 5.07], [-2.60, -0.59, 5.54], [-5.08, 0.57, 2.86], [-0.27, -2.50, -3.13], [-1.76, 2.52, 3.89], [-0.67, -5.85, 1.88], [1.78, -4.69, 3.15], [-0.70, 2.84, 1.29], [-4.12, 0.22, 5.76], [0.96, -3.52, 4.29], [1.49, 2.89, 0.21], [1.76, 4.17, -2.09], [6.38, 4.76, -4.75], [1.11, -5.82, 1.73], [-3.94, -0.07, -1.43], [2.48, -3.02, 3.51], [-2.81, -0.93, 2.48], [7.03, 0.48, -4.96], [0.26, -1.38, -5.28], [-1.67, 1.43, 5.31]],
  "lowdin_spin": [1.4869, 0.0312, 0.0005, 0.0198, 0.0022, 0.0011, 0.0253, 0.0010, 0.0626, 0.0170, 0.0527, 0.0730, 0.6616, 0.0885, 0.0666, 0.1913, 0.0351, 0.5930, 0.0797, -0.0192, -0.0005, 0.0531, 0.1343, 0.0961, 0.0438, 0.0542, 0.0066, 0.1155, 0.0130, -0.0153, 0.0568, 0.0050, 0.0114, 0.0430, -0.0379, 0.0044, 0.0817, -0.0161, 0.0037, -0.0051, 0.0430, 0.1649, 0.0101, 0.0600, 0.0235, 0.5025, 0.0024, 0.0085, 0.0008, 0.0020, 0.0000, 0.0009, 0.0088, 0.0044, 0.0006, 0.0008, 0.0004, 0.0032, 0.0032, -0.0003, 0.0004, 0.0009, 0.0002, -0.0003, 0.0055, -0.0001, 0.0001, 0.0011, 0.0031, -0.0042, 0.0065, -0.0007, 0.0012, 0.0001, 0.0014, 0.0269, -0.0020, 0.0032, -0.0001],
  "max_force_ev_per_a": 4.98,
  "s2": 8.8725,
  "multiplicity": 6
}



# 3
{
  "formula": "C8H9BS2",
  "method": "ωB97M-V/def2-TZVPD",
  "symbols": ["S", "S", "C", "C", "C", "C", "C", "C", "C", "C", "B", "H", "H", "H", "H", "H", "H", "H", "H", "H"],
  "positions_angstrom": [[-1.82, 0.81, 4.16], [-1.21, -1.87, 1.83], [0.98, 0.99, -1.17], [0.50, 0.43, 1.19], [-0.68, -0.78, -0.83], [0.10, -0.23, -3.06], [0.23, 0.13, -0.31], [0.90, 0.79, -2.58], [0.25, -0.72, 2.17], [-0.69, -0.93, -2.22], [-1.48, -1.55, 0.20], [1.62, 0.75, 1.24], [-0.20, 1.34, 1.32], [-0.21, -0.44, -4.10], [-1.22, 1.71, 3.36], [1.09, -1.44, 2.30], [1.31, 1.50, -3.29], [1.74, 1.56, -0.60], [0.00, -0.29, 3.15], [-1.21, -1.74, -2.74]],
  "lowdin_charge": [0.4165, 0.9028, -0.0211, -0.1917, -0.2040, -0.1163, -0.2136, -0.0590, -0.4630, -0.0785, -0.4546, 0.1386, 0.1298, 0.1186, -0.2752, 0.0859, 0.0990, 0.1099, -0.0406, 0.1166],
  "max_force_ev_per_a": 2.43
}



# 4
{
  "formula": "C3H6NO4P",
  "method": "ωB97M-V/def2-TZVPD",
  "symbols": ["P", "O", "O", "O", "O", "N", "C", "C", "C", "H", "H", "H", "H", "H", "H"],
  "positions_angstrom": [[1.91, 0.35, 0.19], [1.28, -1.13, -0.35], [2.86, 0.55, -0.92], [2.42, 0.13, 1.59], [-2.43, 1.30, 0.40], [-1.13, 0.77, 0.50], [-0.17, 1.62, -0.06], [-1.12, -0.54, -0.19], [0.01, -1.47, 0.13], [-0.28, 2.55, 0.46], [-0.08, -2.39, -0.52], [-2.02, -1.07, 0.06], [-1.19, -0.45, -1.37], [-0.01, -1.79, 1.25], [-0.04, 1.57, -1.16]],
  "lowdin_charge": [0.3659, -0.3133, -0.4467, -0.4544, -0.4538, -0.4211, -0.1585, -0.2763, -0.3354, 0.0331, 0.1008, 0.0779, 0.1226, 0.1234, 0.0358],
  "max_force_ev_per_a": 3.52,
  "charge": -2
}



Number 1: E_tot -6303.8804 Ha, molecular weight 1189.99 g mol⁻¹. Number 2: E_tot -4962.9955 Ha, molecular weight 824.19 g mol⁻¹. Number 3: E_tot -1131.3326 Ha, molecular weight 180.11 g mol⁻¹. Number 4: E_tot -814.8938 Ha, molecular weight 151.06 g mol⁻¹.